No. 1
The following is a quantum chemistry calculation of a molecular structure, C35H30BrGeN5OSTi, from OMol25.

Output
HOMO-LUMO gap (spin up / spin down), Ha: 0.2346 / 0.1630
Highest occupied orbital energy (spin up / spin down), hartree: -0.3627 / -0.3614
LUMO (spin up / spin down), eV: -3.49 / -5.40
Expectation value of S²: 3.786

```
! wB97M-V def2-TZVPD RIJCOSX def2/J DEFGRID3
* xyz 1 4
Ti -0.592 -1.231 -1.070
S 1.385 -1.518 -2.293
C 1.593 0.203 -1.973
N 2.841 0.618 -1.859
N 3.122 1.914 -1.813
C 2.585 2.947 -2.551
C 2.843 4.259 -2.134
C 2.372 5.327 -2.868
C 1.658 5.110 -4.040
C 1.416 3.813 -4.469
C 1.863 2.734 -3.731
N 0.586 1.035 -1.769
N -0.629 0.576 -1.491
C -1.581 1.568 -1.315
C -2.690 1.317 -0.497
C -3.641 2.299 -0.304
C -3.500 3.539 -0.913
C -2.395 3.797 -1.712
C -1.437 2.826 -1.918
H 3.938 2.122 -1.247
H 3.395 4.423 -1.221
H 2.562 6.334 -2.533
H 1.303 5.948 -4.620
H 0.885 3.645 -5.395
H 1.687 1.727 -4.079
H -2.775 0.353 0.001
H -4.492 2.107 0.334
H -4.244 4.304 -0.759
H -2.281 4.760 -2.185
H -0.574 3.024 -2.537
O -5.523 -4.725 -1.234
C -4.492 -3.877 -1.279
C -4.625 -2.516 -1.600
C -3.517 -1.711 -1.647
N -2.262 -2.151 -1.346
C -2.161 -3.475 -1.062
Br -0.363 -4.009 -0.699
C -3.201 -4.362 -1.009
H -6.346 -4.283 -1.484
H -5.599 -2.098 -1.808
H -3.608 -0.669 -1.939
H -3.046 -5.400 -0.764
C -2.367 -1.533 2.202
Ge -0.547 -1.097 1.439
C 0.047 0.597 2.345
C 0.448 1.734 1.656
C 0.874 2.860 2.342
C 0.920 2.850 3.726
C 0.542 1.713 4.422
C 0.100 0.597 3.734
C 0.674 -2.553 2.069
C 0.147 -3.623 2.757
C 0.952 -4.680 3.193
C 2.289 -4.690 2.905
C 2.874 -3.633 2.180
C 4.253 -3.621 1.886
C 4.806 -2.594 1.173
C 4.002 -1.541 0.713
C 2.660 -1.527 0.987
C 2.055 -2.556 1.737
H -2.313 -1.642 3.283
H -2.775 -2.453 1.779
H -3.068 -0.726 1.992
H 0.436 1.755 0.573
H 1.168 3.743 1.790
H 1.247 3.730 4.257
H 0.596 1.694 5.500
H -0.205 -0.294 4.265
H -0.911 -3.646 2.979
H 0.507 -5.481 3.761
H 2.914 -5.513 3.221
H 4.865 -4.438 2.241
H 5.863 -2.591 0.955
H 4.448 -0.743 0.139
H 2.044 -0.698 0.632
*
```

=====

No. 2
The following is a quantum chemistry calculation of a molecular structure, C35H30Cl3N6O3PbS3, from OMol25.

Output
HOMO-LUMO gap, Ha: 0.2193
Highest occupied orbital energy, hartree: -0.1784
ΔE to the lowest compared entry with this formula, charge and spin, kcal per mole: 20.5
LUMO, eV: 1.11

```
! wB97M-V def2-TZVPD RIJCOSX def2/J DEFGRID3
* xyz -1 1
Pb 0.169 -0.150 0.127
C 2.963 -0.094 -4.563
S 2.264 1.525 -4.138
C 1.922 1.346 -2.417
S 2.524 0.061 -1.486
N 1.253 2.357 -1.950
N 0.656 2.240 -0.781
C 0.352 3.269 -0.074
C -0.516 3.120 1.062
C -1.054 4.253 1.685
C -1.970 4.084 2.701
C -2.326 2.796 3.078
C -1.723 1.730 2.428
N -0.837 1.884 1.464
H 3.802 0.062 -5.233
H 3.289 -0.558 -3.633
H 2.195 -0.697 -5.044
H 0.680 4.271 -0.348
H -0.771 5.234 1.338
H -2.411 4.940 3.188
H -3.057 2.623 3.850
H -1.970 0.710 2.679
Cl 1.594 -7.676 -0.652
C 1.206 -6.097 -0.052
C 1.040 -5.050 -0.941
C 0.726 -3.799 -0.456
Cl 0.473 -2.520 -1.588
C 0.578 -3.500 0.926
O 0.298 -2.360 1.402
C 0.772 -4.632 1.765
Cl 0.628 -4.383 3.470
C 1.061 -5.898 1.311
H 1.148 -5.206 -2.002
H 1.168 -6.713 2.009
N 3.797 -0.180 6.789
C 3.658 0.869 5.961
S 4.283 2.333 6.394
C 2.922 0.679 4.708
C 3.079 1.578 3.650
C 2.372 1.371 2.480
N 1.544 0.353 2.311
C 1.371 -0.498 3.311
C 2.038 -0.386 4.517
H 4.334 -0.045 7.629
H 3.519 -1.111 6.527
H 3.751 2.417 3.749
H 2.481 2.039 1.637
H 0.702 -1.321 3.109
H 1.836 -1.114 5.288
C -5.363 -2.015 -3.419
C -3.935 -1.565 -3.532
C -2.940 -2.487 -3.825
C -1.625 -2.084 -3.960
C -1.285 -0.772 -3.716
C -2.259 0.159 -3.364
N -1.852 1.474 -3.151
C -2.293 2.361 -2.186
C -2.062 3.724 -2.410
C -2.553 4.682 -1.547
C -3.314 4.304 -0.453
C -3.513 2.959 -0.202
C -2.975 1.977 -1.021
C -3.069 0.537 -0.521
O -4.097 0.190 0.047
O -2.034 -0.177 -0.699
C -3.610 -0.218 -3.357
C -4.702 0.799 -3.194
H -5.426 -3.101 -3.424
H -5.960 -1.637 -4.251
H -5.797 -1.644 -2.492
H -3.194 -3.530 -3.953
H -0.859 -2.798 -4.229
H -0.253 -0.456 -3.768
H -0.953 1.705 -3.553
H -1.495 4.022 -3.283
H -2.364 5.730 -1.741
H -3.737 5.051 0.205
H -4.075 2.638 0.662
H -4.346 1.791 -3.466
H -5.055 0.835 -2.163
H -5.549 0.551 -3.832
*
```

=====

No. 3
The following is a quantum chemistry calculation of a molecular structure, C35H30N5O4RuSTe, from OMol25.

Output
HOMO-LUMO gap (spin up / spin down), Ha: 0.2716 / 0.1147
Highest occupied orbital energy (spin up / spin down), hartree: -0.2784 / -0.2429
ΔE to the lowest compared entry with this formula, charge and spin, kcal per mole: 48.8
LUMO (spin up / spin down), eV: -0.18 / -3.49
Expectation value of S²: 0.824

```
! wB97M-V def2-TZVPD RIJCOSX def2/J DEFGRID3
* xyz 0 2
Ru -0.556 1.122 0.123
O -3.966 -3.688 -2.850
C -3.949 -3.440 -1.654
O -4.825 -3.937 -0.873
C -2.885 -2.562 -1.067
C -1.783 -2.233 -1.846
C -0.936 -1.234 -1.400
N -1.153 -0.586 -0.250
C -2.134 -1.012 0.573
C -3.035 -1.986 0.187
C -2.195 -0.307 1.934
O -3.102 -0.551 2.707
O -1.159 0.399 2.071
H -1.642 -2.692 -2.814
H -0.095 -0.891 -1.989
H -3.841 -2.255 0.857
N 1.161 0.222 0.920
C 2.506 0.220 0.388
C 3.462 -0.390 1.196
C 4.783 -0.485 0.811
C 5.136 0.027 -0.426
C 4.183 0.624 -1.229
C 2.835 0.774 -0.855
C 1.865 1.424 -1.807
C 2.410 2.025 -2.960
C 1.636 2.424 -4.033
C 0.271 2.161 -3.995
C -0.279 1.655 -2.833
C 0.451 1.385 -1.655
H 0.847 -0.739 1.032
H 1.165 0.583 1.872
H 3.143 -0.799 2.149
H 5.512 -0.963 1.451
H 6.155 -0.051 -0.783
H 4.511 0.961 -2.199
H 3.474 2.191 -3.040
H 2.098 2.889 -4.894
H -0.362 2.375 -4.849
H -1.348 1.471 -2.833
C -2.829 4.720 3.969
C -1.389 4.308 4.246
C -0.617 3.986 3.003
N -1.052 3.282 2.027
N -0.083 2.976 1.093
C 1.061 3.556 1.345
N 2.138 3.446 0.546
S 1.059 4.453 2.823
H -3.341 4.941 4.906
H -3.360 3.911 3.473
H -2.871 5.606 3.335
H -1.387 3.401 4.854
H -0.857 5.078 4.808
H 1.987 3.089 -0.391
H 2.954 4.004 0.715
Te -2.650 2.664 -0.687
C -4.324 2.493 0.611
C -4.754 3.616 1.302
C -5.871 3.540 2.124
C -6.560 2.344 2.255
C -6.140 1.225 1.549
C -5.032 1.305 0.721
C -3.748 2.076 -2.399
C -4.074 0.746 -2.632
C -4.837 0.395 -3.737
C -5.269 1.378 -4.617
C -4.940 2.705 -4.391
C -4.180 3.058 -3.282
H -4.218 4.553 1.205
H -6.200 4.418 2.666
H -7.423 2.284 2.904
H -6.668 0.285 1.649
H -4.727 0.426 0.169
H -3.736 -0.017 -1.949
H -5.095 -0.643 -3.902
H -5.864 1.106 -5.479
H -5.278 3.473 -5.074
H -3.930 4.096 -3.108
*
```

=====

No. 4
The following is a quantum chemistry calculation of a molecular structure, C35H30N5O4RuSTe, from OMol25.

Output
HOMO-LUMO gap (spin up / spin down), Ha: 0.2663 / 0.2260
Highest occupied orbital energy (spin up / spin down), hartree: -0.2724 / -0.2724
ΔE to the lowest compared entry with this formula, charge and spin, kcal per mole: 0.0
LUMO (spin up / spin down), eV: -0.17 / -1.26
Expectation value of S²: 0.755

```
! wB97M-V def2-TZVPD RIJCOSX def2/J DEFGRID3
* xyz 0 2
Ru 0.878 0.529 -0.020
O 2.610 -0.204 6.799
C 3.416 0.028 5.883
O 4.651 0.121 5.856
C 2.741 0.216 4.493
C 1.361 0.235 4.370
C 0.781 0.376 3.125
N 1.500 0.482 2.000
C 2.851 0.530 2.122
C 3.490 0.400 3.336
C 3.639 0.827 0.870
O 4.805 1.145 0.912
O 2.935 0.793 -0.244
H 0.763 0.131 5.265
H -0.290 0.427 3.018
H 4.568 0.454 3.400
N 0.917 0.917 -2.142
C -0.102 0.595 -3.117
C 0.288 0.300 -4.414
C -0.662 0.063 -5.392
C -2.007 0.129 -5.062
C -2.386 0.396 -3.757
C -1.446 0.631 -2.752
C -1.892 0.757 -1.341
C -3.133 1.316 -1.045
C -3.648 1.287 0.248
C -2.965 0.614 1.242
C -1.736 0.033 0.938
C -1.129 0.187 -0.301
H 1.824 0.605 -2.482
H 0.986 1.932 -2.094
H 1.344 0.267 -4.660
H -0.352 -0.172 -6.401
H -2.763 -0.057 -5.814
H -3.436 0.386 -3.494
H -3.704 1.795 -1.832
H -4.599 1.760 0.458
H -3.375 0.537 2.241
H -1.235 -0.558 1.695
C -2.751 5.353 0.694
C -1.686 4.991 1.731
C -0.527 4.293 1.099
N -0.489 3.031 0.887
N 0.646 2.631 0.230
C 1.478 3.610 -0.037
N 2.642 3.450 -0.709
S 0.879 5.138 0.499
H -3.603 5.832 1.176
H -3.099 4.454 0.185
H -2.355 6.039 -0.055
H -2.098 4.313 2.478
H -1.338 5.883 2.254
H 3.030 2.501 -0.663
H 3.316 4.194 -0.643
Te 1.600 -2.015 -0.230
C 0.656 -2.800 -1.945
C -0.722 -2.753 -2.118
C -1.292 -3.335 -3.240
C -0.488 -3.941 -4.197
C 0.887 -3.975 -4.031
C 1.462 -3.412 -2.898
C 0.611 -3.227 1.173
C 1.373 -4.150 1.880
C 0.760 -4.960 2.826
C -0.602 -4.848 3.059
C -1.360 -3.925 2.350
C -0.755 -3.106 1.409
H -1.350 -2.270 -1.381
H -2.365 -3.305 -3.371
H -0.938 -4.388 -5.075
H 1.515 -4.453 -4.771
H 2.535 -3.463 -2.756
H 2.438 -4.233 1.704
H 1.351 -5.674 3.384
H -1.075 -5.478 3.802
H -2.422 -3.834 2.537
H -1.348 -2.378 0.860
*
```

=====

No. 5
The following is a quantum chemistry calculation of a molecular structure, C35H31BiClN4O3S, from OMol25.

Output
HOMO-LUMO gap, Ha: 0.2508
Highest occupied orbital energy, hartree: -0.1670
ΔE to the lowest compared entry with this formula, charge and spin, kcal per mole: 12.0
LUMO, eV: 2.28

```
! wB97M-V def2-TZVPD RIJCOSX def2/J DEFGRID3
* xyz -1 1
Bi 0.068 0.220 -0.216
O 1.742 1.288 0.894
C 2.239 1.325 2.101
C 3.649 1.386 2.225
C 4.282 1.524 3.438
C 3.541 1.618 4.614
C 2.166 1.535 4.533
C 1.497 1.375 3.315
C 0.049 1.221 3.319
N -0.664 0.622 2.394
C -1.967 0.621 2.812
C -2.058 1.241 4.018
N -0.771 1.625 4.332
H 4.221 1.323 1.307
H 5.365 1.550 3.479
H 4.029 1.730 5.573
H 1.585 1.570 5.449
H -2.734 0.168 2.204
H -2.892 1.448 4.665
H -0.500 2.155 5.138
Cl 0.693 -7.669 2.734
C 0.794 -6.150 1.871
C 1.775 -5.982 0.886
C 1.881 -4.788 0.227
C 1.009 -3.671 0.479
O 1.192 -2.566 -0.106
C -0.035 -3.922 1.448
C -1.122 -2.998 1.709
O -1.568 -2.140 0.968
C -0.077 -5.133 2.156
H 2.451 -6.799 0.662
H 2.654 -4.646 -0.517
H -1.590 -3.139 2.709
H -0.838 -5.272 2.917
C -1.159 -2.276 -2.503
C -2.248 -1.263 -2.458
C -3.449 -1.507 -3.164
C -4.462 -0.602 -3.114
C -4.310 0.577 -2.358
C -5.338 1.535 -2.259
C -5.139 2.663 -1.511
C -3.923 2.870 -0.852
C -2.883 1.959 -0.922
S -1.414 2.340 -0.070
C -3.069 0.769 -1.689
N -2.072 -0.156 -1.760
H -1.459 -3.156 -3.070
H -0.912 -2.568 -1.485
H -0.255 -1.857 -2.942
H -3.538 -2.416 -3.745
H -5.391 -0.770 -3.649
H -6.276 1.357 -2.772
H -5.925 3.403 -1.430
H -3.775 3.767 -0.264
C 4.143 -0.993 -1.340
N 3.668 -1.280 -2.689
C 3.880 -2.673 -3.028
C 2.249 -0.924 -2.800
C 2.061 0.576 -2.824
C 2.797 1.269 -3.791
C 2.762 2.648 -3.858
C 1.989 3.349 -2.944
C 1.236 2.662 -2.006
C 1.237 1.266 -1.928
H 5.213 -1.204 -1.278
H 3.616 -1.589 -0.579
H 3.981 0.064 -1.120
H 4.938 -2.918 -2.910
H 3.604 -2.841 -4.072
H 3.294 -3.361 -2.399
H 1.693 -1.383 -1.977
H 1.881 -1.345 -3.743
H 3.418 0.702 -4.474
H 3.346 3.175 -4.605
H 1.976 4.434 -2.961
H 0.642 3.237 -1.312
*
```

=====

No. 6
The following is a quantum chemistry calculation of a molecular structure, C35H31BrClCoF4N3O2PS3, from OMol25.

Output
HOMO-LUMO gap (spin up / spin down), Ha: 0.2452 / 0.2453
Highest occupied orbital energy (spin up / spin down), hartree: -0.4996 / -0.4996
LUMO (spin up / spin down), eV: -6.92 / -6.92

```
! wB97M-V def2-TZVPD RIJCOSX def2/J DEFGRID3
* xyz 2 1
Co 0.428 0.638 0.471
C 2.733 2.568 3.899
C 1.250 2.239 3.873
S 0.664 0.860 2.848
C 1.790 -0.489 3.319
C 2.468 -1.231 2.164
S 2.503 -0.436 0.543
C 3.979 0.635 0.625
C 4.354 1.341 1.920
S 3.470 2.886 2.289
H 3.314 1.811 4.422
H 2.855 3.485 4.479
H 0.663 3.098 3.542
H 0.906 1.997 4.881
H 1.204 -1.209 3.886
H 2.523 -0.060 3.998
H 1.962 -2.171 1.973
H 3.507 -1.464 2.406
H 3.883 1.332 -0.207
H 4.786 -0.052 0.362
H 5.411 1.598 1.837
H 4.274 0.674 2.778
F 1.354 5.097 -4.773
C 1.113 3.993 -4.104
C 0.710 2.845 -4.770
F 0.568 2.858 -6.078
C 0.463 1.685 -4.051
F 0.101 0.603 -4.725
C 0.599 1.639 -2.666
P 0.130 0.136 -1.750
C -1.536 -0.067 -2.425
C -1.979 -1.252 -3.001
C -3.244 -1.311 -3.564
C -4.074 -0.200 -3.543
C -3.636 0.988 -2.971
C -2.368 1.058 -2.421
C 1.290 -1.114 -2.335
C 2.409 -0.704 -3.062
C 3.366 -1.631 -3.449
C 3.218 -2.966 -3.108
C 2.112 -3.376 -2.375
C 1.155 -2.458 -1.978
C 1.021 2.795 -2.039
Br 1.417 2.780 -0.187
C 1.279 3.963 -2.725
F 1.697 5.049 -2.089
H -1.348 -2.125 -3.030
H -3.578 -2.229 -4.027
H -5.059 -0.252 -3.988
H -4.276 1.861 -2.966
H -2.031 1.995 -1.991
H 2.544 0.332 -3.345
H 4.221 -1.307 -4.027
H 3.961 -3.689 -3.417
H 1.994 -4.418 -2.111
H 0.309 -2.779 -1.390
N -4.877 0.539 0.641
C -3.759 1.246 0.882
C -2.491 0.716 0.538
N -1.385 1.408 0.739
C -1.504 2.639 1.287
C -2.748 3.132 1.614
N -3.872 2.454 1.423
H -4.836 -0.415 0.330
H -5.756 0.906 0.966
H -2.413 -0.268 0.100
H -0.614 3.226 1.440
H -2.838 4.120 2.050
Cl -3.142 -5.342 5.178
C -2.512 -4.339 3.930
C -2.055 -3.065 4.245
C -1.538 -2.265 3.241
C -1.490 -2.728 1.927
C -1.982 -3.995 1.623
C -2.481 -4.809 2.623
C -0.980 -1.878 0.819
O -1.333 -2.028 -0.338
O -0.074 -0.993 1.179
H -2.119 -2.713 5.265
H -1.218 -1.258 3.469
H -1.963 -4.339 0.598
H -2.850 -5.800 2.402
*
```